C51H59N5O33PY as an isolated structure, computed with ωB97M-V with the def2-TZVPD basis set.

The geometry in XYZ format:
```
150
Properties=species:S:1:pos:R:3:forces:R:3:mulliken_charge:R:1
H -5.731 2.776 4.105 0.130 0.180 0.154 0.35
C -4.608 -2.960 -1.517 1.346 0.640 -0.218 0.25
H -2.793 6.290 3.457 -0.152 -0.616 -0.596 0.34
C -1.976 -5.149 -0.151 -0.751 -0.021 0.695 -1.01
H 5.484 -1.837 0.618 -0.371 -0.102 -0.266 0.30
C -0.112 4.031 -2.751 -3.011 -2.187 0.435 0.93
H 5.008 -5.676 -0.138 -0.307 -0.023 0.116 0.37
C 1.533 -1.955 -5.436 -1.350 -0.594 -2.285 0.34
O 1.511 3.508 0.495 0.761 2.083 0.771 -0.43
H -2.921 -1.214 -7.670 -0.018 -0.313 -0.031 0.44
C 1.270 5.500 1.801 0.990 0.900 1.306 0.57
H -1.430 1.138 -3.195 0.236 -0.346 0.468 0.27
H -1.915 -1.757 4.247 -0.068 0.553 -0.587 0.19
C -2.022 0.080 -6.139 0.736 -0.471 -1.098 0.55
O -1.494 1.221 -4.149 -0.404 -1.106 -1.876 -0.78
O -5.025 -3.223 2.710 0.262 0.816 -0.280 -0.62
H -2.455 0.938 -1.137 0.842 0.178 0.141 0.00
H -2.213 -1.481 1.072 1.237 0.775 -0.533 -0.59
H -2.648 -4.344 -6.066 0.381 0.231 0.636 0.34
H 1.133 2.626 0.455 -0.832 -1.827 -0.450 -0.15
C 5.634 2.635 -0.242 -0.250 1.085 2.006 -1.00
O 1.120 -1.122 -6.261 1.103 -0.524 2.659 -0.60
O 2.419 5.938 1.639 -2.195 -1.213 -0.035 -0.63
C 1.846 -1.864 -3.975 -0.215 3.974 0.001 0.42
H 0.326 -4.521 -1.424 -0.398 -0.343 -0.104 0.77
H 5.069 -4.320 -1.206 0.412 0.097 -0.110 0.33
C 3.321 -3.638 0.506 -1.651 0.581 -1.720 -0.56
O -0.935 0.904 -1.743 1.714 -2.743 2.958 0.21
H 6.666 2.518 -0.573 -0.201 -0.962 -0.159 0.36
H 1.329 -0.173 5.506 -0.597 0.134 -0.609 0.19
C -1.665 4.861 1.867 0.148 -2.723 -0.590 0.52
C -1.661 -1.187 -3.951 0.037 0.813 -2.032 0.97
C 0.460 6.037 -3.943 2.446 1.118 -1.425 -1.16
C -1.841 -2.517 -4.634 1.205 4.246 2.619 0.72
O 2.579 -2.639 0.617 1.774 -1.181 0.905 -0.42
O 1.426 1.064 2.890 -0.010 1.847 1.613 -0.83
C -3.888 -2.302 0.814 2.409 0.771 -1.066 -0.02
O -4.533 -3.031 -2.758 0.043 0.099 2.744 -0.66
O -1.886 6.588 3.551 2.079 0.083 -0.179 -0.59
H -1.330 -1.171 -2.924 -0.134 -0.170 -0.029 -0.87
O 1.164 -0.670 -0.931 0.432 -1.289 -3.216 -0.11
O 2.193 -5.615 -5.652 -0.327 0.999 -0.075 -0.56
H 6.415 -4.715 -0.075 -0.246 0.683 0.356 0.40
H 5.718 3.448 0.478 0.132 0.536 -0.151 0.45
H -0.887 -3.196 -1.634 0.315 -0.108 -0.222 -0.14
N 4.605 -3.789 0.771 1.114 -1.168 -1.603 0.15
N -0.731 -0.836 5.577 -0.969 0.257 -0.934 0.14
C -3.896 1.079 0.227 4.623 -0.400 -0.605 0.62
O -6.668 -4.137 -1.487 -1.279 -1.110 -0.590 -0.54
P -0.130 0.113 -0.652 1.284 2.155 1.206 -0.83
H 5.465 0.166 2.122 0.676 -0.486 -0.448 0.19
H -1.575 -6.162 -0.144 0.087 -0.107 0.686 0.35
H -0.006 2.529 3.240 -0.050 -0.494 -0.191 0.13
H 0.859 6.834 3.442 -0.297 0.087 0.297 0.53
H 5.162 -2.577 2.221 0.024 0.842 0.099 0.34
H 3.536 3.175 4.707 -0.048 0.415 -0.238 0.37
H -6.710 -4.179 0.969 -0.229 0.180 -0.025 0.43
H 3.528 5.578 -4.944 -0.015 -0.817 0.434 0.34
C -1.839 -0.984 6.454 -1.128 -0.178 2.360 -1.04
H 3.430 1.502 4.506 -1.196 -0.339 -0.541 0.22
O -1.467 5.982 -2.563 0.581 -0.320 -0.674 -0.57
H 0.114 6.970 -4.363 0.508 0.363 -0.049 0.42
O 3.270 0.185 1.012 0.657 0.886 -0.044 -0.81
H 1.273 2.409 -2.767 -0.309 -0.244 0.066 0.67
C -5.926 -3.555 0.565 0.125 0.111 0.083 -0.94
C -5.170 1.570 2.741 -0.084 0.122 -1.113 -0.15
H 2.989 -4.507 -0.082 -0.591 0.030 0.327 0.50
C 5.334 -4.638 -0.198 -1.043 -1.622 -0.728 -1.05
H 0.567 -3.035 -0.581 -0.295 0.163 -0.282 -0.72
N -0.998 -4.138 0.203 0.484 -0.040 -0.210 0.44
C 0.952 2.050 3.498 0.008 -0.687 -0.418 0.10
C 0.378 6.069 2.850 -1.404 0.500 -1.135 -1.26
H 2.969 2.257 5.997 -0.371 -0.223 0.237 0.37
H -2.028 1.323 1.317 0.114 -0.272 -0.180 -0.09
H -2.397 -5.111 -1.156 0.326 0.990 -0.180 0.17
O -2.840 4.472 1.954 1.465 2.103 0.576 -0.74
C -0.213 -3.704 -0.945 0.662 0.740 0.897 -0.18
H 0.851 3.425 6.361 0.142 0.001 0.098 0.40
O -0.247 -0.898 3.331 -1.703 -0.348 2.235 -0.33
C -5.730 -3.554 -0.770 -1.052 -0.285 0.899 0.15
C -2.512 -1.245 -6.671 0.525 1.605 0.046 -0.99
H -1.007 3.280 0.369 -0.525 -0.051 0.291 0.45
H 5.021 3.057 -1.039 -0.323 -0.800 -0.002 0.19
O 0.166 -3.001 1.778 -0.037 -0.122 1.092 -0.34
O 1.738 -0.594 -3.471 0.054 -1.498 -2.247 -0.69
H -2.818 -4.957 0.514 -0.177 -0.861 0.140 0.46
O -3.408 0.863 -1.046 -2.272 0.259 1.771 -0.87
C 5.446 -2.766 1.186 1.221 1.670 2.785 -1.10
H 6.456 -3.163 1.291 -0.045 0.157 -0.195 0.54
C -3.675 1.528 2.710 2.160 -0.518 -1.568 -0.06
C 2.113 4.088 -3.716 -0.089 2.190 1.239 0.72
C -5.324 0.956 0.286 -0.706 0.680 2.136 0.47
C -0.982 5.914 2.758 -1.185 0.231 0.937 0.43
C -3.104 1.237 1.353 -1.948 0.610 -0.993 1.37
O -2.952 -1.779 1.607 -1.163 -0.531 1.006 -0.31
O -2.862 -3.532 -6.530 0.005 0.647 -0.687 -0.61
C 2.266 -2.852 -3.193 -0.174 -1.045 0.444 0.00
H 6.945 0.892 1.101 -0.047 -0.904 0.382 0.29
H 0.192 0.830 6.500 -0.160 0.359 -0.615 0.38
H -1.538 -4.244 2.099 0.428 0.596 0.925 0.28
C 0.657 4.333 1.118 -2.129 -1.721 -1.692 0.04
H 2.506 -2.541 -2.186 0.043 -0.426 0.276 0.25
H 1.465 4.675 5.248 0.647 -0.164 0.120 0.38
C -0.772 -3.730 1.499 -0.402 -1.460 -3.479 -0.35
H 1.571 -3.427 -7.001 -0.162 -0.276 0.000 0.51
O -5.976 0.533 -0.614 -1.115 -0.445 -0.994 -0.58
O -1.212 3.327 -2.284 2.000 2.589 -0.357 -0.65
H -6.303 -4.621 -2.231 0.208 0.358 -0.559 0.33
H 2.725 -6.130 -5.040 -0.014 -0.216 0.489 0.33
C -2.362 -2.373 -5.980 -1.509 -2.476 -1.599 0.21
C 3.772 1.156 0.411 1.711 -0.998 -0.007 0.43
C -1.687 -0.009 -4.675 -0.137 0.681 1.769 0.69
Y 1.241 -0.843 1.348 0.220 -0.198 1.864 0.95
N 1.527 2.689 4.545 0.579 -1.932 -1.677 0.86
C -4.998 -2.949 1.524 -0.906 -1.804 -0.773 0.56
N 5.052 1.558 0.623 -0.232 -0.109 -1.457 0.39
O 2.723 -5.166 -2.901 -0.785 0.902 -1.634 -0.72
H -6.969 1.412 1.734 -0.163 -0.044 -0.278 0.48
C 1.654 -3.320 -5.930 0.910 -1.569 0.932 -0.85
H -2.746 -1.939 -0.940 0.129 0.099 0.107 -0.55
O -0.704 -0.864 0.413 -3.582 -0.522 -1.427 3.18
O 3.262 3.695 -3.787 0.017 0.097 -0.722 -0.74
O -1.804 1.076 -6.826 -0.774 -1.822 1.292 -0.60
H -2.606 -1.707 6.178 0.623 -0.456 -0.422 0.39
C -0.504 5.439 -3.074 0.539 -0.619 0.886 0.30
O -1.497 -3.491 -4.013 -0.316 -1.936 -0.721 -0.82
C 0.938 3.723 5.316 -0.972 1.291 0.432 -1.14
C 2.322 -4.243 -3.630 0.746 0.703 0.348 0.90
O 0.587 1.025 0.416 -1.173 2.908 -0.543 0.77
C 1.738 5.535 -4.152 -0.325 -0.638 -0.803 0.54
O -5.745 1.831 3.940 -0.532 -0.133 0.274 -0.53
H 3.308 1.668 -0.446 -0.303 -0.104 0.450 -0.07
H 6.122 1.737 2.403 0.207 0.150 0.081 0.36
H -0.902 2.442 -2.081 0.096 -0.811 0.399 -0.18
O -2.856 1.707 3.616 -1.839 -0.033 -0.162 -0.76
H -0.052 4.051 4.999 -0.186 -0.740 -0.366 0.24
C -3.644 -2.378 -0.532 -0.951 0.074 -0.727 1.29
C -5.898 1.366 1.610 0.360 -0.131 1.526 -0.89
C -0.729 4.056 1.067 3.171 1.932 0.357 0.40
H 0.708 -0.680 7.011 -0.031 -0.370 0.144 0.50
H -1.450 -1.248 7.437 -0.102 -0.303 0.098 0.37
O 2.749 6.130 -4.844 -1.958 0.992 0.388 -0.56
H 1.420 -0.711 -2.573 0.133 0.322 1.784 0.00
C 0.415 -0.159 6.100 0.872 -0.080 1.170 -1.00
C 5.996 0.980 1.630 -1.723 1.600 -0.594 -0.89
H -2.479 -0.123 6.648 0.501 0.801 -0.399 0.31
C 2.866 2.341 4.915 1.896 0.779 1.178 -1.15
C -1.019 -1.120 4.310 2.807 -0.333 -2.593 -0.22
C 2.005 -4.366 -5.126 0.240 -0.645 -0.672 0.38
C 1.059 3.431 -3.041 -0.375 -0.803 0.451 -0.29
```
Forces are in eV/Å.

Kohn-Sham gap: 0.2523 Ha
relative energy (zero: lowest compared OMol25 entry of this formula, charge and spin): 6.213 eV
multiplicity: 1
E_HOMO: -8.2332 eV


C19H27N5O4S in the gas phase, computed with ωB97M-V with the def2-TZVPD basis set.

The geometry in XYZ format:
```
56
Properties=species:S:1:pos:R:3:forces:R:3:nbo_charge:R:1
C 4.458 -4.920 -1.085 0.000 -0.009 -0.018 -0.37
H -4.614 -1.080 2.546 0.000 0.000 0.000 0.23
H 1.553 -3.061 0.667 0.006 0.001 0.004 0.22
H 0.928 -2.934 -1.836 -0.001 0.002 -0.004 0.22
C -2.796 -1.109 1.358 0.019 0.158 0.048 -0.31
H 1.757 -1.376 -1.833 -0.001 0.001 -0.006 0.23
C 2.033 -0.996 0.808 0.002 -0.001 -0.004 -0.62
S 5.204 -4.330 0.496 0.013 0.002 0.009 2.16
N -4.879 -0.425 0.598 -0.008 -0.007 0.003 -0.15
H -1.896 -3.259 0.297 0.007 -0.001 0.001 0.21
H -3.513 1.966 -2.644 0.000 0.001 0.000 0.22
H -6.320 0.884 -3.245 0.000 0.000 -0.001 0.21
H 4.433 -6.921 -1.901 0.004 -0.003 0.001 0.23
N 2.956 -3.029 -1.438 0.000 0.012 -0.018 -0.61
N -6.191 -0.170 0.658 0.010 0.014 0.006 -0.28
C -0.810 -0.962 -0.254 -0.056 -0.082 -0.238 0.65
C -4.336 -0.148 -0.650 0.004 -0.013 -0.013 0.28
C -0.841 -3.309 0.552 0.003 -0.001 -0.005 -0.41
O 4.185 -3.748 1.334 -0.002 -0.002 -0.005 -0.94
H 5.538 -3.415 -2.259 0.003 -0.002 0.002 0.23
C 1.285 -2.142 0.145 -0.021 -0.002 0.003 -0.05
H -0.744 -3.595 1.602 0.001 -0.001 -0.001 0.20
C -5.383 0.312 -1.434 -0.001 0.010 0.010 -0.13
H -7.499 0.557 -0.788 0.001 0.002 -0.004 0.21
H -4.492 2.392 -4.052 0.001 0.001 0.000 0.21
H 1.752 -0.918 1.859 -0.001 0.001 0.000 0.22
H -5.010 2.880 -2.434 0.000 0.000 0.000 0.20
H -4.823 -0.002 -3.458 0.000 0.001 -0.001 0.22
N -0.173 -2.037 0.290 0.005 -0.006 0.006 -0.44
H -0.378 -4.087 -0.058 0.002 -0.002 0.001 0.22
C 5.683 -6.838 -0.105 0.008 0.007 0.001 -0.41
H 3.104 -1.200 0.774 0.000 0.000 0.001 0.22
O 6.390 -3.568 0.192 -0.008 0.001 0.002 -0.94
C -2.286 -0.801 0.060 -0.029 -0.162 -0.001 0.14
H 3.800 -2.484 -1.475 0.000 0.000 0.010 0.40
C 1.683 -2.336 -1.327 0.000 0.000 0.020 -0.24
N -3.025 -0.342 -0.908 0.007 -0.006 0.012 -0.37
H 6.289 -4.993 -2.238 0.002 -0.001 -0.001 0.23
H 4.901 -6.233 1.837 -0.001 0.005 0.001 0.25
H 4.816 -4.739 -3.192 0.004 -0.001 -0.001 0.23
H 6.630 -5.827 1.628 0.000 0.001 0.000 0.26
C 5.327 -4.482 -2.263 -0.010 0.003 0.009 -0.61
C -4.534 2.082 -3.007 -0.001 -0.002 -0.003 -0.60
C -6.481 0.276 -0.567 -0.007 -0.020 -0.006 -0.01
H 1.826 -0.049 0.313 0.005 0.000 0.004 0.23
O 2.054 -5.042 -0.967 0.003 0.005 0.007 -0.63
C 5.672 -5.940 1.126 -0.002 -0.007 -0.007 -0.66
H 3.538 -6.734 -0.399 0.001 -0.001 -0.001 0.25
H 6.600 -6.676 -0.676 0.000 -0.005 0.000 0.21
C -4.112 -0.902 1.607 0.003 0.008 0.000 0.07
C 4.449 -6.443 -0.922 -0.008 0.012 0.004 -0.41
C -5.306 0.771 -2.855 0.001 0.003 0.006 -0.41
H 5.654 -7.889 0.178 -0.002 0.000 -0.001 0.23
O -0.246 -0.130 -0.939 0.049 0.104 0.170 -0.60
C 3.036 -4.346 -1.155 -0.008 -0.015 -0.001 0.70
H -2.144 -1.474 2.137 0.000 -0.002 -0.002 0.24
```
Forces are in eV/Å.

SMILES: CCc1cnn2ccc(C(=O)N(C)[C@H](C)CNC(=O)[C@]3(C)CCCS3(=O)=O)nc12
Kohn-Sham gap: 0.3123 Ha
relative energy (zero: lowest compared OMol25 entry of this formula, charge and spin): 2.485 eV
multiplicity: 1
E_HOMO: -8.3183 eV


C3H3N5 in the gas phase, computed with ωB97M-V with the def2-TZVPD basis set.

The geometry in XYZ format:
```
11
Properties=species:S:1:pos:R:3:forces:R:3:nbo_charge:R:1
C 0.546 1.448 0.671 -0.651 4.356 1.646 -0.02
H -0.604 -1.185 1.934 -0.529 -0.227 1.184 0.41
N 0.505 0.554 -1.841 -0.319 -1.677 -0.379 -0.18
H 0.779 2.656 0.693 -0.538 -3.575 0.254 0.23
N -0.018 0.874 1.772 2.023 0.056 -1.544 -0.26
N -0.522 -1.231 -0.972 1.226 -0.433 -1.327 -0.41
C 0.529 0.654 -0.492 -1.550 -2.459 2.505 -0.08
N -0.258 -0.448 1.384 0.146 1.691 -1.344 -0.38
C -0.062 -0.527 0.077 0.154 0.334 -2.010 0.29
N -0.022 -0.598 -2.156 -0.452 0.831 0.888 -0.04
H -0.873 -2.198 -1.069 0.491 1.103 0.128 0.43
```
Forces are in eV/Å.

SMILES: c1n[nH]c2[nH]nnc12
Kohn-Sham gap: 0.3581 Ha
relative energy (zero: lowest compared OMol25 entry of this formula, charge and spin): 1.981 eV
multiplicity: 1
E_HOMO: -9.2245 eV


C3H4O3 in the gas phase, computed with ωB97M-V with the def2-TZVPD basis set.

The geometry in XYZ format:
```
10
Properties=species:S:1:pos:R:3:forces:R:3:nbo_charge:R:1
H 1.520 -1.338 -0.644 -0.141 -0.054 0.064 0.49
H -0.559 -0.007 -1.870 -0.055 0.025 0.120 0.48
O 1.178 -0.710 0.003 -1.284 -0.414 -0.623 -0.76
H -1.573 1.004 0.713 0.014 0.309 0.212 0.27
C 0.506 1.315 0.931 0.054 2.074 0.484 0.77
O 1.322 2.078 1.260 -0.407 -1.090 -0.234 -0.45
C -0.310 -0.673 -0.083 1.522 0.093 0.880 0.38
H -0.699 -1.530 0.483 0.027 0.202 -0.238 0.16
O -0.816 -0.789 -1.362 0.276 -0.139 -0.289 -0.70
C -0.568 0.652 0.568 -0.007 -1.004 -0.378 -0.63
```
Forces are in eV/Å.

SMILES: O=C=CC(O)O
Kohn-Sham gap: 0.3618 Ha
relative energy (zero: lowest compared OMol25 entry of this formula, charge and spin): 1.743 eV
multiplicity: 1
E_HOMO: -9.2540 eV


Copy entry 3 word for word.
C3H3N5 in the gas phase, computed with ωB97M-V with the def2-TZVPD basis set.

The geometry in XYZ format:
```
11
Properties=species:S:1:pos:R:3:forces:R:3:nbo_charge:R:1
C 0.546 1.448 0.671 -0.651 4.356 1.646 -0.02
H -0.604 -1.185 1.934 -0.529 -0.227 1.184 0.41
N 0.505 0.554 -1.841 -0.319 -1.677 -0.379 -0.18
H 0.779 2.656 0.693 -0.538 -3.575 0.254 0.23
N -0.018 0.874 1.772 2.023 0.056 -1.544 -0.26
N -0.522 -1.231 -0.972 1.226 -0.433 -1.327 -0.41
C 0.529 0.654 -0.492 -1.550 -2.459 2.505 -0.08
N -0.258 -0.448 1.384 0.146 1.691 -1.344 -0.38
C -0.062 -0.527 0.077 0.154 0.334 -2.010 0.29
N -0.022 -0.598 -2.156 -0.452 0.831 0.888 -0.04
H -0.873 -2.198 -1.069 0.491 1.103 0.128 0.43
```
Forces are in eV/Å.

SMILES: c1n[nH]c2[nH]nnc12
Kohn-Sham gap: 0.3581 Ha
relative energy (zero: lowest compared OMol25 entry of this formula, charge and spin): 1.981 eV
multiplicity: 1
E_HOMO: -9.2245 eV